Entry 1:
Density functional theory data (ωB97M-V/def2-TZVPD) for a structure of composition C10H10ClIrNO2 at a distorted geometry.

LUMO energy (spin up / spin down)	0.10701 / 0.08963	Eh
net charge	-1
HOMO-LUMO gap (spin up / spin down)	4.57 / 5.30	eV
<S²>	6.040
energy above the lowest of the compared OMol25 structures with the same formula, charge and spin	63.5	kcal per mole
2S+1	5

```
25
Properties=species:S:1:pos:R:3:forces:R:3
Ir 0.770336 0.125124 -0.291179 1.14 -5.33 7.73
Cl 1.364146 0.726503 2.008290 0.65 2.48 0.67
O 1.204326 -2.120367 2.499288 0.13 -1.44 3.16
O 0.939341 -1.970414 0.377845 1.29 0.70 -3.35
N 1.503090 -1.546231 1.479206 2.17 -1.95 -0.44
C -0.903410 -1.788763 0.970924 -2.49 1.23 0.66
C -0.138778 0.705746 -1.935798 -1.06 1.94 -2.10
C -0.079516 1.772891 -0.925844 -0.44 2.18 -2.75
C -0.859752 -0.675109 1.880068 -1.32 -3.17 -0.38
C -2.042348 -0.016861 0.010217 -0.93 1.67 2.20
C -1.591820 -1.332102 -0.236678 0.10 -1.81 2.13
C -1.578381 0.400159 1.284607 -2.15 0.12 -1.96
C 1.216713 0.282865 -2.226873 0.97 1.01 -0.99
C 1.310204 2.017948 -0.625593 0.49 0.98 -1.93
C 2.109487 1.091090 -1.398861 1.52 1.55 -2.27
H 3.189055 1.056953 -1.408975 -0.02 -0.04 0.00
H -1.844054 1.298788 1.831507 0.19 0.10 -0.42
H -0.578176 -0.805243 2.913173 -0.05 0.27 -0.19
H -1.029742 0.336074 -2.430544 0.14 0.04 0.13
H -2.729416 0.560271 -0.603702 0.38 -0.05 -0.07
H -1.867613 -2.021994 -1.027972 0.03 0.38 -0.11
H -0.758205 -2.798269 1.323224 0.00 -0.08 -0.27
H 1.562280 -0.459678 -2.935772 -0.28 -0.05 0.15
H 1.718177 2.778821 0.031364 -0.28 -0.55 0.24
H -0.885945 2.381797 -0.561925 -0.19 -0.17 0.16
```
Forces are in eV/Å.

---

Entry 2:
Density functional theory data (ωB97M-V/def2-TZVPD) for a structure of composition C10H10CoF6N3O5S3.

LUMO energy (spin up / spin down)	0.09722 / 0.09597	Eh
net charge	-1
HOMO-LUMO gap (spin up / spin down)	7.03 / 7.29	eV
<S²>	3.758
energy above the lowest of the compared OMol25 structures with the same formula, charge and spin	0.0	kcal per mole
2S+1	4

```
38
Properties=species:S:1:pos:R:3:forces:R:3
Co 0.336838 1.212745 -0.650139 0.10 0.06 0.19
S 2.754189 1.199871 -0.040918 0.03 -0.01 -0.01
S -1.011399 -1.991050 -0.597458 0.12 0.09 0.21
S 0.907502 -3.980989 -0.278762 -0.33 0.07 0.02
F 2.851112 -2.209320 0.037180 0.01 0.04 0.00
F -2.511787 -1.604493 -2.724596 -0.02 0.04 -0.01
F 1.493023 -2.308111 1.717755 -0.02 0.01 0.04
F -0.445140 -1.985914 -3.200859 0.01 -0.03 -0.02
F -1.730651 -3.614312 -2.582624 -0.02 -0.01 0.01
F 2.943478 -3.876616 1.402297 0.03 -0.04 -0.01
O 1.353117 -3.769931 -1.626909 0.02 -0.08 0.04
O 0.021815 -0.972518 -0.715739 -0.02 -0.15 0.05
O 0.912602 -5.297723 0.283212 0.08 0.01 -0.05
O -1.812893 1.222820 -1.013186 0.00 0.04 -0.03
O -2.263903 -1.633865 -0.007831 0.02 0.01 -0.01
N -0.515415 -3.333351 0.036744 0.17 0.07 -0.22
N -3.466141 2.425135 -1.912229 0.02 0.05 -0.01
N 0.628928 1.012462 1.427584 -0.11 -0.10 -0.08
C 0.142234 3.144684 -1.348972 -0.01 0.02 -0.05
C -2.159711 2.227374 -1.635498 0.01 -0.06 0.02
C 2.614814 0.876988 2.732764 0.08 0.02 -0.11
C -1.161610 3.250234 -2.127904 -0.11 0.00 -0.08
C 2.119638 -3.022369 0.782241 -0.04 0.05 -0.03
C 0.459786 0.659533 3.772986 0.07 0.00 -0.01
C -0.101534 0.821043 2.526022 -0.03 0.00 0.00
C 1.855279 0.695285 3.861258 -0.07 -0.01 0.07
C 1.977339 1.024015 1.484570 -0.02 -0.03 0.08
C -1.436665 -2.328523 -2.385876 0.03 -0.06 0.00
H 0.986012 3.508270 -1.935180 -0.01 0.00 -0.03
H -1.656096 4.233608 -2.142430 0.04 0.01 0.04
H -1.175001 0.788497 2.377648 0.00 0.00 -0.01
H 0.097444 3.761777 -0.444054 -0.02 0.03 -0.02
H 3.695112 0.889339 2.771267 0.00 0.00 0.00
H -0.997278 2.989610 -3.181434 0.02 0.00 0.01
H -3.758023 3.217745 -2.452724 -0.03 -0.01 0.00
H 2.341601 0.565783 4.821306 -0.01 0.00 0.00
H -0.163111 0.496793 4.640460 0.00 0.00 0.01
H -4.125505 1.705465 -1.669983 0.00 -0.01 0.00
```
Forces are in eV/Å.

---

Entry 3:
Density functional theory data (ωB97M-V/def2-TZVPD) for a cluster of 2 separate species, C10H10FN in total at a distorted geometry.

LUMO energy	0.03401	Eh
SMILES string	FC1(c2ccccn2)CC1.C#C
HOMO-LUMO gap	9.89	eV
energy above the lowest of the compared OMol25 structures with the same formula, charge and spin	78.2	kcal per mole
2S+1	1

```
22
Properties=species:S:1:pos:R:3:forces:R:3
F 1.507492 0.748898 -1.294502 -0.48 -0.04 0.66
N -1.443523 0.938852 0.657184 -0.89 1.93 0.15
C -0.863087 -0.748779 -0.892984 -0.83 -0.10 -2.45
C -2.712983 0.582792 0.595955 -0.22 -2.07 0.53
C -3.157763 -0.530710 -0.146846 5.26 1.87 -1.00
C -2.200608 -1.174081 -1.003820 -0.76 0.75 1.56
C 0.766935 0.967069 -0.125675 2.88 1.91 -0.11
C 0.987426 2.343351 0.499880 0.01 0.80 -1.85
C 2.111875 -2.158213 -0.545929 0.50 -0.20 -0.81
C -0.600016 0.442088 -0.187291 1.41 -2.95 0.10
C 1.561155 1.175516 1.200081 -0.54 0.17 -1.22
C 2.483413 -2.021178 -1.683549 1.74 -0.53 -0.75
H -3.300608 1.087357 1.342342 -0.71 0.02 -0.09
H 2.627221 1.217058 1.360072 0.12 -0.75 -0.49
H 3.147017 -2.037032 -2.603400 -1.72 0.29 1.56
H 0.019944 2.685055 0.848137 0.34 0.66 0.14
H 1.701990 3.054842 -0.065469 -1.43 -1.32 1.06
H -4.107342 -0.806552 -0.143351 -4.12 -1.14 0.01
H 1.877046 -2.357420 0.470239 -0.34 0.18 0.05
H -2.589513 -1.966772 -1.677079 0.81 0.44 0.60
H -0.110015 -1.212131 -1.572933 -0.57 0.60 0.91
H 0.964171 0.849490 1.993889 -0.47 -0.52 1.42
```
Forces are in eV/Å.

---

Entry 4:
Density functional theory data (ωB97M-V/def2-TZVPD) for the molecule C10H10FNO2 at a distorted geometry.

LUMO energy (spin up / spin down)	0.02082 / -0.00990	Eh
HOMO-LUMO gap (spin up / spin down)	9.54 / 7.27	eV
energy above the lowest of the compared OMol25 structures with the same formula, charge and spin	106.5	kcal per mole
2S+1	1

```
24
Properties=species:S:1:pos:R:3:forces:R:3
F -0.437185 -1.296054 2.855201 -0.70 0.24 0.78
O -2.169542 -2.902501 1.430778 -2.46 0.16 -0.82
O -3.366035 -1.534770 0.001594 0.94 -1.36 1.19
N 0.088270 -1.924587 0.746991 0.56 0.59 -0.74
C -0.033507 1.591142 -1.731290 0.56 -1.48 3.53
C 1.185953 1.222683 0.246190 0.39 -0.73 0.31
C 0.010247 1.062652 -0.435346 -0.20 -1.24 2.16
C 2.236736 2.437000 -1.430014 -0.46 -1.51 0.35
C -2.321774 -1.914306 0.492319 0.02 0.18 0.07
C 2.348436 1.762236 -0.220021 -0.90 0.97 -0.38
C 1.087675 2.228933 -2.156732 -0.95 1.40 -2.52
C -1.121999 0.236552 0.290163 -0.45 2.60 -2.81
C -1.020472 -1.256495 0.069295 -0.74 -0.12 -1.64
C 0.523195 -1.532954 1.954929 3.14 1.17 1.45
H -1.137261 0.299875 1.313453 0.43 1.29 2.58
H 3.295981 1.834145 0.234097 0.74 -0.24 1.10
H -2.074044 0.803230 -0.066761 1.13 -1.98 0.46
H -0.936477 1.382253 -2.199917 -1.24 0.22 -1.70
H -1.018667 -1.230209 -1.039191 0.55 -1.32 0.41
H -1.329398 -3.020737 1.887346 0.16 0.65 -0.69
H 1.556178 -1.129369 2.328929 -2.07 -0.83 -1.20
H 0.657536 -2.635210 0.329963 -0.17 0.03 -0.72
H 3.112625 2.924445 -1.750291 0.62 0.72 -0.89
H 0.863527 2.592047 -3.151687 1.11 0.59 -0.27
```
Forces are in eV/Å.

---

Entry 5:
Density functional theory data (ωB97M-V/def2-TZVPD) for a cluster of 2 separate species, C10H10FO5 in total at a distorted geometry.

LUMO energy	0.05786	Eh
net charge	-1
HOMO-LUMO gap	6.10	eV
2S+1	1

```
26
Properties=species:S:1:pos:R:3:forces:R:3
F -2.479497 1.092714 -2.599484 0.42 0.25 3.59
O 2.405517 -3.031066 -2.108368 -7.72 1.64 -0.15
O -0.305266 -1.776781 2.759302 0.68 2.72 -7.38
O -2.328457 -1.845261 -2.065115 6.10 3.52 5.15
O 0.341352 -3.174812 -3.485230 2.42 2.47 6.59
O 2.696444 0.077723 1.401454 0.34 -0.12 -0.04
C -1.692444 2.774558 -0.905761 -0.58 0.39 -1.29
C -0.963184 0.042086 0.981460 -1.29 -0.65 -3.77
C -1.531708 0.056324 -0.392610 1.52 -0.99 2.12
C -0.200783 -1.354766 1.494839 0.10 -1.43 3.35
C -1.353344 -1.343124 -1.283248 -2.94 -2.46 -2.71
C -2.350386 1.280084 -1.108637 0.05 0.51 0.31
C 0.123494 -2.103500 -1.084000 1.04 0.29 3.71
C 0.945067 -2.797521 -2.323769 3.69 -2.88 -4.01
C 2.506784 1.106164 2.355623 0.25 -0.18 -0.07
C 0.694670 -2.133416 0.317697 -2.75 1.12 -3.28
H -0.690010 2.893507 -1.539746 -2.11 -0.50 1.70
H -2.463923 3.536331 -1.406676 1.62 -1.70 1.10
H 3.124538 1.968047 2.091447 -0.09 0.20 0.19
H 1.726188 -2.641620 0.543135 -2.39 1.04 -0.46
H 1.454874 1.401197 2.355612 0.14 -0.12 -0.06
H 2.779998 0.738891 3.347812 -0.11 0.23 0.17
H -3.432565 1.301183 -0.650991 2.02 -0.19 -1.24
H 3.638236 -0.163084 1.424175 -0.59 0.01 -0.17
H -1.065462 0.981005 1.673331 0.21 -2.17 -1.25
H -1.580133 3.115139 0.207748 -0.04 -1.00 -2.08
```
Forces are in eV/Å.

---

no.,E (eV)
1,-31467.900
2,-111680.197
3,-14735.252
4,-18829.276
5,-23479.260